ORCA calculation (wB97M-V/def2-TZVPD) on a cluster of 13 separate species, C6H40N2O12 in total at a distorted geometry.

Structure (XYZ):
```
60
Properties=species:S:1:pos:R:3:forces:R:3
C 0.65174 1.24057 -1.63442 3.9 -2.0 2.0
N 2.06328 1.58470 -1.90901 -0.7 2.4 -0.3
C 2.23994 2.04395 -3.31640 -5.2 -2.3 0.8
C 2.60148 2.63588 -0.87192 2.2 -2.3 -2.0
C 0.84415 0.48892 -0.23684 -7.8 2.1 -2.1
N -0.23080 -0.56229 -0.09804 2.6 -1.2 0.6
C 0.23004 -1.92219 -0.55625 -1.0 -1.7 1.4
C 0.87025 -2.67800 0.69254 0.8 3.9 -0.3
H 0.13459 0.77919 -2.44335 0.2 -1.2 -0.7
H 0.09983 2.08567 -1.53052 -1.8 2.9 0.7
H 2.49404 1.17057 -3.89729 0.8 0.4 -0.7
H 2.77058 2.85175 -3.12464 3.6 3.5 -0.9
H 1.22894 2.44282 -3.73033 1.4 -0.6 0.5
H 2.44640 3.74112 -0.98566 -0.5 -1.1 -0.2
H 3.73870 2.40360 -0.95752 -1.7 0.9 0.3
H 2.30666 2.21747 0.07115 0.0 0.5 0.6
H 1.74219 0.07010 -0.20368 3.8 -1.5 0.5
H 0.65170 1.36409 0.43540 0.5 -1.6 0.4
H -1.09969 -0.34625 -0.51345 -0.5 0.7 -0.4
H 0.93405 -1.88276 -1.45338 -1.0 -0.2 1.3
H -0.63317 -2.66371 -0.77618 1.0 1.9 -0.1
H 1.05983 -3.69137 0.63355 0.0 -2.2 -0.7
H 0.33999 -2.48761 1.67052 0.5 0.0 -1.3
H 1.87103 -2.20108 0.70106 -0.5 -0.5 1.0
H 2.90828 0.02499 -2.40372 0.0 4.4 1.4
H 2.82165 -1.31988 -1.54663 0.4 1.4 -1.3
O 2.87318 -0.87029 -2.43045 -0.1 -6.5 -0.1
H -0.19167 -0.93648 -2.96870 0.1 -1.0 -0.8
H 0.66093 -1.87433 -3.88072 -0.6 0.3 0.3
O -0.25879 -1.69798 -3.59300 1.0 0.7 0.0
H -3.64787 0.39159 -1.50247 -2.4 -2.3 2.5
H -3.31524 1.98724 -1.43410 -0.6 -1.1 0.5
O -3.27235 1.11953 -1.86088 2.8 3.8 -3.1
H -0.72684 2.59846 1.49967 1.4 1.0 -4.5
H -2.14586 2.16839 2.24792 2.6 0.7 -0.8
O -1.12341 2.40430 2.26898 -4.4 -1.9 5.2
H -3.03635 0.53717 1.23460 -1.7 1.7 1.1
H -4.18313 0.62572 2.21085 -1.6 -1.7 1.6
O -3.63496 1.20758 1.75417 3.5 0.2 -2.8
H -2.35259 -2.22296 -3.34759 0.3 -0.5 1.6
H -1.50428 -2.91071 -2.20252 -1.0 0.7 -0.8
O -2.37344 -2.48124 -2.38520 -0.1 -0.2 -0.9
H -2.72926 -1.95331 0.09095 0.0 0.0 0.4
H -2.84963 -1.00669 -1.00366 0.2 -0.2 -0.3
O -2.87474 -1.00787 -0.03902 -0.7 -0.5 -0.1
H -0.79277 0.58316 3.97849 -2.6 -1.2 -1.2
H -0.13591 1.85736 4.44098 0.1 -1.3 -0.1
O -0.06573 0.86881 4.44365 2.7 2.8 2.4
H 3.19599 -0.48277 1.87116 1.2 -2.3 0.2
H 4.43531 -1.46826 2.06130 3.5 0.2 1.5
O 3.60183 -1.41985 1.72271 -4.6 2.3 -1.5
H -4.35159 -1.83544 1.89366 0.9 0.4 0.5
H -3.06296 -1.28321 2.60533 5.9 1.0 -0.9
O -3.91864 -1.46509 2.68377 -7.1 -1.5 0.7
H 1.23432 0.73038 3.47826 0.8 1.1 0.3
H 2.60131 1.75343 3.14843 -1.8 -1.6 0.2
O 2.00978 0.98109 2.90231 1.7 0.6 -0.9
H -0.76702 -1.51152 2.65839 0.1 0.5 -0.1
H -1.07764 -0.00226 2.46239 0.4 0.1 -1.1
O -1.30568 -0.77419 2.97531 -0.7 -0.9 0.2
```
Positions in Å, forces in eV/Å.

Computed properties:
molecular weight = 332.39 u
charge = 0
relative energy (zero: lowest compared OMol25 entry of this formula, charge and spin) = 684.4 kJ/mol
frontier orbital gap = 8.8 eV
multiplicity = 1

Need the natural (NBO) charges? In units of e they are: -0.23, -0.47, -0.42, -0.45, -0.20, -0.68, -0.23, -0.62, 0.18, 0.17, 0.21, 0.20, 0.17, 0.20, 0.21, 0.22, 0.20, 0.19, 0.38, 0.19, 0.17, 0.21, 0.17, 0.24, 0.49, 0.48, -0.98, 0.48, 0.49, -0.97, 0.47, 0.50, -0.97, 0.47, 0.53, -1.01, 0.50, 0.50, -0.99, 0.51, 0.49, -0.99, 0.49, 0.49, -0.97, 0.48, 0.49, -0.93, 0.51, 0.47, -0.98, 0.48, 0.48, -0.96, 0.52, 0.48, -1.05, 0.49, 0.50, -0.97

=====

ORCA calculation (wB97M-V/def2-TZVPD) on a cluster of 14 separate species, C6H41N2O13 in total at a distorted geometry.

Structure (XYZ):
```
62
Properties=species:S:1:pos:R:3:forces:R:3
N -0.54836 0.90206 0.53736 1.0 0.3 0.9
C -0.56062 -0.64741 0.70346 -0.1 1.9 -2.1
C 0.65226 -1.18174 -0.07013 -0.1 -0.9 0.7
C 1.75470 -1.61094 0.86299 0.8 0.5 -0.5
C 2.50348 -0.76585 1.54848 0.0 1.7 0.7
C -1.88278 -1.31597 0.13036 0.4 0.8 1.9
N -1.90490 -2.55036 0.98210 1.4 -0.7 -2.2
C -1.38588 -3.75896 0.28246 -2.0 -1.6 1.6
H -1.11600 1.08699 -0.28926 0.1 0.8 0.1
H -0.98215 1.31762 1.38650 -0.1 -0.3 -0.6
H 0.39633 1.48350 0.47660 -2.3 -2.2 -0.1
H -0.55676 -0.77964 1.75422 0.3 -0.4 0.8
H 1.05159 -0.57019 -0.90792 -0.6 0.2 1.1
H 0.30650 -2.03878 -0.62369 0.1 0.0 0.4
H 2.05901 -2.63402 0.91710 -0.2 -0.8 -0.2
H 3.34807 -1.00502 2.19788 -0.3 -0.4 -0.3
H 2.25471 0.32176 1.57741 0.3 -0.9 -0.4
H -2.81398 -0.70050 0.32786 1.1 -0.7 -0.3
H -1.69683 -1.43375 -0.95635 -0.7 -0.4 0.7
H -2.75776 -2.79898 1.42061 -1.2 0.3 -0.1
H -2.13724 -4.17997 -0.40719 0.2 0.2 -0.1
H -0.50300 -3.56931 -0.27583 0.8 0.0 -0.1
H -1.25346 -4.60985 1.05413 0.3 1.4 -1.1
H -2.96759 1.31220 -1.71729 -1.0 -1.0 -0.6
H -4.41458 0.75820 -2.03964 -0.6 0.0 -0.2
O -3.51036 0.47089 -1.98700 0.7 0.5 0.6
H 1.45012 2.78624 3.24675 0.0 0.3 0.0
H 1.49161 1.30587 3.01960 -0.2 -0.2 0.0
O 1.31507 2.13607 2.55207 0.2 0.0 0.2
H -2.29523 -0.22267 -2.79697 0.6 -0.7 -0.1
H -1.17575 -0.68081 -3.82533 -0.2 0.2 -0.2
O -1.42943 -0.72844 -2.90152 -0.1 0.3 -0.1
H 0.94437 -0.74345 4.97796 0.2 -0.3 0.3
H 0.50532 -1.27034 3.59102 -0.1 0.3 0.5
O 0.79490 -0.46088 4.07777 0.3 0.0 -0.3
H 2.25774 4.29724 -1.93596 -0.1 0.2 -0.4
H 2.40097 2.82183 -2.20935 0.1 0.1 -0.1
O 2.13338 3.65138 -2.64838 0.5 0.2 0.7
H 0.10942 3.56692 1.10616 0.7 -0.2 -1.4
H 0.93270 3.14154 -0.23109 0.3 0.2 0.5
O 0.10248 3.47985 0.11945 -0.6 0.5 0.8
H 2.93852 1.20014 -0.57280 0.2 -0.1 0.2
H 2.32558 0.88293 -1.92052 0.1 -0.4 -0.1
O 2.17158 1.40236 -1.11589 0.0 0.3 -0.1
H -0.37235 2.97368 -4.10070 0.1 0.2 -0.4
H 0.67156 3.17681 -2.89955 -0.7 -0.1 -0.7
O -0.19024 2.74498 -3.19526 0.5 -0.2 0.7
H -1.82228 1.38403 4.22832 -0.6 0.1 -0.6
H -0.62361 0.58105 4.06839 0.1 -0.5 -1.0
O -1.41108 0.84069 3.53755 0.0 0.6 1.3
H -1.12645 -2.97291 2.69805 -0.4 0.7 0.0
H -1.61410 -2.05841 3.91901 -0.3 -0.1 -0.4
O -0.87350 -2.51455 3.51387 1.0 -0.3 0.8
H 2.93100 -1.40841 -2.51439 -0.2 0.2 -0.4
H 4.37064 -0.95010 -2.63296 -0.7 0.5 -0.4
O 3.46092 -0.68201 -2.89259 0.7 -0.6 0.9
H 0.31462 -1.80565 -2.79222 0.3 0.5 0.4
H 0.74947 -3.18618 -2.73874 0.5 -0.7 -0.1
O 1.06341 -2.32843 -2.44962 -0.5 -0.2 -1.1
H -2.44607 3.29814 -1.54063 -0.1 0.5 0.1
H -1.30458 2.42194 -2.11420 0.2 0.4 -0.5
O -2.08510 2.41761 -1.51252 0.2 -0.2 0.6
```
Positions in Å, forces in eV/Å.

Computed properties:
molecular weight = 349.39 u
charge = +1
relative energy (zero: lowest compared OMol25 entry of this formula, charge and spin) = 388.7 kJ/mol
frontier orbital gap = 9.4 eV
multiplicity = 1

Need the natural (NBO) charges? In units of e they are: -0.76, -0.03, -0.52, -0.17, -0.41, -0.26, -0.68, -0.42, 0.45, 0.46, 0.48, 0.23, 0.25, 0.26, 0.21, 0.22, 0.17, 0.23, 0.24, 0.38, 0.19, 0.20, 0.20, 0.49, 0.49, -1.03, 0.49, 0.51, -0.99, 0.52, 0.48, -1.03, 0.49, 0.53, -1.00, 0.49, 0.50, -0.94, 0.50, 0.48, -0.96, 0.50, 0.52, -0.99, 0.49, 0.51, -1.01, 0.47, 0.50, -0.99, 0.51, 0.49, -0.99, 0.50, 0.48, -0.97, 0.50, 0.48, -0.97, 0.50, 0.52, -0.98

=====

ORCA calculation (wB97M-V/def2-TZVPD) on a cluster of 15 separate species, C6H42N12O15 in total at a distorted geometry.

Structure (XYZ):
```
75
Properties=species:S:1:pos:R:3:forces:R:3
O -0.79570 4.79975 -2.03191 0.1 -0.1 0.0
H -0.64773 5.54461 -2.62135 0.1 0.0 -0.1
H -0.61262 4.01660 -2.58715 -0.2 0.3 -0.1
O -2.44295 -1.82442 -2.86445 0.1 -0.2 -0.1
H -1.76336 -1.18159 -3.11494 -0.1 0.2 0.3
H -3.27428 -1.40867 -3.11838 0.0 0.0 0.0
O 2.82141 -1.85088 1.79825 0.1 0.3 -0.5
H 2.98338 -2.74681 1.48413 -0.1 -0.1 0.4
H 3.06257 -1.24463 1.07212 0.1 -0.2 0.4
O -2.77166 3.47901 0.43309 -0.4 -0.5 -0.1
H -3.61616 3.66114 0.00316 0.1 0.0 -0.1
H -2.98263 2.85171 1.13238 0.1 0.1 0.1
O 0.44222 -2.78601 -2.29889 -0.1 -0.4 -0.1
H 1.16588 -3.32731 -2.63344 0.1 0.2 -0.1
H -0.35609 -3.15238 -2.70306 -0.1 0.1 0.1
O -2.07281 -2.34149 0.06713 -0.1 -0.1 0.3
H -2.84513 -2.55226 -0.46944 0.1 0.1 -0.2
H -1.64065 -1.62802 -0.41698 -0.1 0.0 -0.1
O -1.57092 5.93142 0.55154 -0.2 0.0 0.2
H -1.92620 5.03652 0.40643 0.3 0.5 0.1
H -1.26122 6.19969 -0.31648 0.1 -0.1 0.0
O -0.77971 2.79536 -3.92037 0.0 -0.4 -0.2
H -0.92644 1.91919 -3.52578 0.1 0.0 0.2
H -1.25455 2.78015 -4.75577 0.0 0.1 0.0
O 3.26775 0.42860 0.31306 -0.6 -0.3 -0.6
H 3.31743 1.04741 1.06507 0.4 0.0 -0.1
H 3.14494 0.99787 -0.46022 0.2 0.0 0.0
C 3.21852 3.32027 1.25092 -0.4 -0.1 -1.4
O 3.71071 3.94335 0.32091 -0.2 0.3 0.8
N 3.99582 2.43424 1.97510 0.2 0.1 0.2
N 1.88198 3.19380 1.51097 0.9 -0.2 0.4
H 3.67039 1.91165 2.77161 0.0 0.4 0.4
H 4.97747 2.51857 1.77516 0.0 -0.2 0.2
H 1.70220 2.52299 2.25367 -0.9 0.6 0.1
H 1.23197 3.90162 1.21491 0.0 0.0 0.0
C -5.30824 -0.52367 -0.39830 -1.1 0.2 -0.6
O -5.88314 -0.39336 -1.46971 0.6 -0.2 0.0
N -5.87322 -1.24411 0.62021 0.9 0.5 0.2
N -4.10475 0.04679 -0.11233 0.6 0.4 0.2
H -5.35360 -1.30769 1.47564 -0.4 -0.5 0.2
H -6.71151 -1.76008 0.44250 -0.1 0.0 0.1
H -3.54532 0.47781 -0.82994 -0.3 0.0 -0.2
H -3.77088 0.18450 0.82337 0.0 -0.3 0.1
C -0.38903 0.61148 -1.08814 0.4 0.2 0.4
O -1.06630 0.59458 -2.12407 -0.3 -0.1 0.0
N 0.51079 -0.36439 -0.76981 -0.9 0.1 -0.3
N -0.50303 1.58769 -0.14697 0.0 -0.8 -0.9
H 1.28490 -0.11785 -0.17374 0.0 -0.5 0.2
H 0.39233 -1.26210 -1.23716 0.8 0.4 -0.1
H -1.06386 2.39189 -0.38303 0.2 0.2 0.4
H 0.01587 1.43397 0.69882 -0.1 0.7 0.2
C 4.00702 -1.73829 -2.74225 1.4 -0.2 0.0
O 4.32208 -0.60855 -3.05477 -0.8 -0.1 -0.2
N 3.57079 -2.06063 -1.48561 0.1 0.8 -0.5
N 4.20712 -2.86643 -3.54431 -0.2 -0.6 0.0
H 3.22249 -2.97148 -1.26169 -0.2 0.1 0.1
H 3.34654 -1.21415 -0.98464 -0.1 -0.4 0.6
H 4.53257 -2.72730 -4.48683 0.1 0.5 0.1
H 4.77697 -3.56052 -3.08038 -0.2 -0.1 0.0
C 0.23788 0.49510 3.27646 0.2 -0.6 -1.3
O 1.20322 1.24853 3.39134 -0.1 0.1 0.7
N 0.36292 -0.72342 2.69964 -0.2 0.4 0.3
N -1.04869 0.88601 3.54686 0.0 0.4 0.2
H 1.27837 -1.03033 2.37111 -0.2 -0.3 0.2
H -0.45655 -1.25734 2.47253 0.1 -0.2 -0.1
H -1.80538 0.22883 3.54176 0.1 -0.1 0.2
H -1.15728 1.72120 4.09616 0.0 0.0 0.0
C 0.46386 -4.31236 2.24503 0.4 1.0 -0.6
O 1.60691 -4.47578 2.64008 -0.1 -0.4 0.1
N -0.65926 -4.47410 2.99849 -0.2 -0.1 0.0
N 0.19991 -3.81791 0.99156 -0.1 -0.1 -0.4
H -1.54428 -4.24257 2.58866 -0.1 -0.1 0.2
H -0.60522 -4.81195 3.93973 0.1 0.0 0.0
H -0.70391 -3.59645 0.59226 -0.1 -0.1 0.4
H 0.95705 -3.63656 0.36047 0.2 -0.1 0.3
```
Positions in Å, forces in eV/Å.

Computed properties:
molecular weight = 522.47 u
charge = 0
frontier orbital gap = 9.4 eV
multiplicity = 1

Need the Löwdin charges? In units of e they are: -0.07, 0.04, 0.00, -0.06, 0.02, 0.05, -0.07, 0.03, -0.01, -0.05, 0.08, 0.05, -0.05, 0.05, 0.05, -0.07, 0.04, 0.00, -0.09, -0.04, 0.00, -0.05, 0.01, 0.06, -0.08, 0.01, 0.08, -0.67, 0.04, 0.12, 0.17, 0.10, 0.12, 0.04, 0.11, -0.68, 0.02, 0.15, 0.16, 0.09, 0.10, 0.09, 0.09, -0.63, -0.02, 0.18, 0.20, 0.06, 0.05, 0.08, 0.07, -0.66, 0.06, 0.16, 0.12, 0.09, 0.05, 0.09, 0.09, -0.65, -0.01, 0.19, 0.16, 0.06, 0.09, 0.09, 0.11, -0.68, 0.02, 0.16, 0.15, 0.09, 0.10, 0.05, 0.07

=====

ORCA calculation (wB97M-V/def2-TZVPD) on a structure of composition C6H4AuClN2O5S at a distorted geometry.

Structure (XYZ):
```
20
Properties=species:S:1:pos:R:3:forces:R:3
Au 0.77204 -1.66094 -1.53448 0.0 0.5 0.0
O -1.13991 -0.34402 -0.86103 -0.2 -0.7 0.1
N -1.18522 -0.08431 0.41703 0.3 1.5 -0.4
C -2.35698 0.37061 0.90767 -0.3 0.1 0.0
C -2.43702 1.07436 2.08061 -0.3 -0.1 0.1
C -1.27673 1.31658 2.80021 0.1 0.0 0.0
C -0.10068 0.77806 2.33501 0.1 -0.2 0.3
C -0.04804 0.01759 1.16291 0.0 -0.7 0.3
S 1.36685 -0.89319 0.76854 0.0 0.1 -0.6
H -3.18967 0.18700 0.24632 0.0 0.1 0.0
H -3.39362 1.43824 2.42872 0.0 0.0 -0.1
H -1.30148 1.89841 3.71162 0.0 0.0 0.0
H 0.81984 0.89574 2.89131 0.0 0.0 -0.1
O 2.37397 1.91515 -2.26474 0.0 -0.1 -0.1
Cl 2.39880 0.68458 -3.00057 0.3 0.0 0.0
O 1.01329 0.14691 -3.05787 0.0 -0.4 0.4
O 2.84504 0.89621 -4.34738 -0.1 0.0 0.1
O 3.23187 -0.29005 -2.33455 -0.2 0.2 -0.1
N 0.80881 -4.74572 -1.09198 -0.1 0.2 0.0
C 0.79883 -3.60122 -1.25734 0.2 -0.5 0.1
```
Positions in Å, forces in eV/Å.

Computed properties:
expectation value of S² = 0.756
molecular weight = 448.59 u
charge = -1
frontier orbital gap (alpha / beta) = 8.2 / 6.2 eV
multiplicity = 2

Need the natural (NBO) charges? In units of e they are: 0.97, -0.62, 0.04, 0.02, -0.27, -0.19, -0.25, 0.01, -0.07, 0.23, 0.22, 0.21, 0.23, -0.84, 2.53, -0.91, -0.84, -0.86, -0.50, -0.11

=====

ORCA calculation (wB97M-V/def2-TZVPD) on the molecule C6H4Br2F2 at a distorted geometry.

Structure (XYZ):
```
14
Properties=species:S:1:pos:R:3:forces:R:3
F -2.25766 -1.20943 -2.10854 0.1 -0.2 -0.6
C -1.59260 -0.69523 -1.09659 -1.0 -0.5 1.0
Br -1.70957 -1.85192 0.43313 0.1 0.6 -0.8
C -1.15310 0.54429 -1.07423 0.7 0.9 -0.8
C -0.50521 1.25822 -0.01020 0.6 -0.3 0.3
C 0.39785 1.02177 0.94969 -0.2 1.0 -0.3
C 1.09921 -0.16477 1.25693 1.5 -2.3 -0.2
F 1.40246 -0.29876 2.58881 -0.3 -0.1 -0.6
C 1.62596 -1.07403 0.39961 0.7 -1.8 3.0
Br 1.58930 -0.82751 -1.38269 0.3 -0.1 -1.9
H -1.12763 1.26789 -1.94477 -0.7 -1.7 0.5
H -0.73861 2.25541 -0.22360 -0.1 1.8 0.6
H 0.81105 1.86672 1.49415 -0.5 0.1 0.1
H 2.15855 -2.09266 0.71829 -1.2 2.7 -0.4
```
Positions in Å, forces in eV/Å.

Computed properties:
molecular weight = 273.90 u
SMILES = F/C(Br)=C/C=C\C(F)=C/Br
charge = 0
relative energy (zero: lowest compared OMol25 entry of this formula, charge and spin) = 190.3 kJ/mol
frontier orbital gap = 8.9 eV
multiplicity = 1

Need the natural (NBO) charges? In units of e they are: -0.31, 0.37, 0.06, -0.37, -0.15, -0.27, 0.34, -0.33, -0.41, 0.13, 0.25, 0.21, 0.23, 0.26

=====

> What is the formula in the fifth record?

C6H4Br2F2